Record 1
The following is a quantum chemistry calculation of a structure of composition C31H31BBaF5N12S in a non-equilibrium geometry, from OMol25.

XYZ file:
```
82
Properties=species:S:1:pos:R:3
Ba -0.615 -0.923 -0.567
N -3.282 0.076 3.169
C -2.394 0.146 2.151
S -3.081 0.047 0.591
N -1.168 0.416 2.495
N -0.102 0.320 1.724
C 0.894 1.107 1.976
C 0.918 2.149 3.016
C 0.356 1.855 4.262
C 0.393 2.774 5.293
C 1.005 4.003 5.103
C 1.551 4.310 3.866
C 1.503 3.399 2.825
C 2.300 -0.597 0.876
C 3.541 -0.863 1.656
C 4.573 -1.364 0.690
C 4.130 -2.058 -0.384
C 2.748 -2.099 -0.707
N 1.914 -1.189 -0.209
H -4.257 -0.002 2.948
H -2.984 0.186 4.123
H -0.078 0.886 4.437
H -0.050 2.523 6.247
H 1.075 4.708 5.919
H 2.037 5.263 3.710
H 1.919 3.658 1.866
H 3.450 -1.554 2.506
H 5.618 -1.208 0.904
H 4.821 -2.542 -1.057
H 2.350 -2.766 -1.450
C 3.340 0.701 3.646
C 3.445 0.612 2.141
C 4.385 1.550 1.491
C 3.808 2.079 0.410
N 2.495 1.734 0.229
N 2.134 0.803 1.277
B 1.792 1.989 -1.140
N 0.331 2.360 -1.027
C -0.458 2.528 -2.114
C -1.666 3.021 -1.694
C -1.526 3.146 -0.299
C -2.558 3.664 0.639
N -0.320 2.753 0.079
N 1.915 0.769 -2.092
C 3.009 0.431 -2.791
C 2.660 -0.544 -3.699
C 1.295 -0.766 -3.479
C 0.387 -1.690 -4.213
N 0.870 0.020 -2.496
N 2.529 3.170 -1.813
C 2.060 4.414 -2.057
C 3.023 5.109 -2.747
C 4.085 4.202 -2.886
C 5.387 4.425 -3.574
N 3.774 3.053 -2.310
H 4.274 0.313 4.052
H 2.524 0.085 4.014
H 3.205 1.723 3.990
H 5.379 1.713 1.847
H 4.266 2.732 -0.307
H -0.100 2.318 -3.102
H -2.516 3.267 -2.299
H -3.242 4.323 0.108
H -2.090 4.206 1.455
H -3.134 2.843 1.064
H 3.944 0.928 -2.628
H 3.294 -0.998 -4.436
H 0.957 -2.506 -4.651
H -0.115 -1.154 -5.020
H -0.381 -2.102 -3.555
H 1.088 4.722 -1.731
H 2.985 6.120 -3.098
H 5.413 5.423 -4.006
H 5.527 3.694 -4.368
H 6.215 4.319 -2.876
F 0.381 -3.668 1.324
C -0.303 -3.528 0.106
F 0.468 -4.309 -0.767
C -1.604 -4.293 0.279
F -2.321 -4.248 -0.868
F -2.379 -3.710 1.219
F -1.520 -5.588 0.613
```

<S²>	0.785
E_HOMO (spin up / spin down)	-0.282 / -0.282	Eh
M	846.87	g/mol
multiplicity	2
F_max	1.86	eV/A


Record 2
The following is a quantum chemistry calculation of an isolated molecule of C2H6N4S in a non-equilibrium geometry, from OMol25.

XYZ file:
```
13
Properties=species:S:1:pos:R:3
C -0.966 0.183 -0.311
C 2.486 -0.205 0.356
H -4.029 0.193 -0.311
H -3.228 -1.280 -0.147
H -0.507 -0.784 -0.324
H 1.583 1.038 1.563
H 2.700 -1.084 1.258
H 2.601 0.145 -1.766
N -3.168 -0.290 0.087
N -2.145 0.516 -0.093
N 1.399 0.590 0.733
N 2.907 -0.432 -0.779
S 0.367 1.411 -0.266
```

E_HOMO	-0.318	Eh
M	118.16	g/mol
structure (SMILES)	[H]/N=C\NS/C=N/N
F_max	4.95	eV/A


Record 3
The following is a quantum chemistry calculation of an isolated molecule of C6H6O in a non-equilibrium geometry, from OMol25.

XYZ file:
```
13
Properties=species:S:1:pos:R:3
O 0.557 -1.366 1.706
C 0.614 -0.036 1.241
C 1.028 0.104 -0.265
C -0.057 -0.008 -1.238
C -0.629 -0.213 -2.276
C -0.703 0.628 1.258
C -1.639 0.952 0.564
H -0.260 -1.764 1.375
H 1.359 0.451 1.878
H 1.723 -0.679 -0.580
H 1.506 1.076 -0.446
H -1.027 -0.456 -3.228
H -2.457 1.270 -0.035
```

E_HOMO	-0.356	Eh
M	94.11	g/mol
structure (SMILES)	C#CC[C@H](O)C#C
F_max	1.15	eV/A


Record 4
The following is a quantum chemistry calculation of a structure of composition C10H30O5S4 in a non-equilibrium geometry, from OMol25.

XYZ file:
```
49
Properties=species:S:1:pos:R:3
C 4.138 0.700 0.920
C 3.747 1.186 2.282
O 3.541 0.113 3.119
H 3.506 -0.056 0.466
H 5.183 0.321 0.884
H 4.098 1.738 0.324
H 2.839 1.863 2.076
H 4.498 1.901 2.792
H 2.779 -0.224 3.030
C -5.658 0.106 0.375
S -3.888 0.205 0.248
O -3.284 -0.663 1.339
C -3.848 -0.977 -1.120
H -5.968 -0.882 0.465
H -6.273 0.519 -0.337
H -5.806 0.720 1.286
H -2.822 -1.019 -1.342
H -4.399 -0.644 -1.970
H -4.309 -1.862 -0.662
C 0.683 -3.646 -1.194
S 0.210 -5.368 -1.284
O 0.891 -5.903 -0.084
C -1.501 -5.277 -0.845
H 0.321 -3.231 -0.243
H 0.028 -2.955 -1.903
H 1.801 -3.767 -1.254
H -2.299 -4.758 -1.588
H -1.733 -4.541 0.003
H -1.881 -6.092 -0.641
C 0.161 -0.396 0.142
S -0.325 -0.363 1.914
O 1.065 -0.559 2.617
C -0.576 1.499 1.937
H 1.123 0.144 0.061
H -0.592 0.158 -0.447
H 0.227 -1.617 -0.523
H -1.511 1.605 1.709
H 0.017 2.232 1.396
H -0.281 1.705 2.869
C 1.671 4.980 -0.946
S 2.013 4.230 -2.518
O 3.528 3.878 -2.455
C 1.203 2.700 -2.330
H 2.190 5.789 -0.888
H 2.171 4.362 -0.171
H 0.662 5.186 -0.680
H 0.224 2.947 -1.885
H 1.700 1.689 -1.844
H 0.747 2.335 -3.086
```

E_HOMO	-0.336	Eh
M	358.61	g/mol
F_max	11.37	eV/A


Which of these has the highest M?
C31H31BBaF5N12S


What is the M in the fourth record?
358.61 g/mol


What is the M in the third record?
94.11 g/mol


F_max of number 2 (C2H6N4S)?
4.95 eV/A